Molecular formula: C33H35N15O6PSc
Method: DFT, ωB97M-V with the def2-TZVPD basis set

```
91
C33H35N15O6PSc | OMol25 | ωB97M-V with the def2-TZVPD basis set
Sc 0.81 -0.61 -0.60
N -2.24 0.79 -1.32
C -2.00 -0.40 -2.19
C -3.09 -1.45 -2.11
C -2.49 -2.79 -2.58
N -1.57 -3.34 -1.57
C -1.74 -2.64 -3.90
C -0.76 -1.46 -3.94
N 0.41 -1.63 -3.01
C -1.54 -0.18 -3.61
H -2.00 0.42 -0.35
H -3.18 1.18 -1.35
H -1.55 1.54 -1.46
H -1.17 -0.85 -1.68
H -3.94 -1.18 -2.74
H -3.44 -1.56 -1.08
H -3.34 -3.47 -2.74
H -1.71 -4.33 -1.43
H -1.61 -2.84 -0.69
H -2.45 -2.49 -4.72
H -1.21 -3.57 -4.11
H -0.38 -1.39 -4.97
H 1.24 -1.24 -3.45
H 0.57 -2.63 -2.89
H -2.38 -0.08 -4.31
H -0.91 0.70 -3.71
N 2.76 0.72 2.94
C 2.91 -0.39 2.11
N 3.75 -1.40 2.28
N 3.53 -2.22 1.24
N 2.60 -1.72 0.49
N 2.20 -0.55 1.01
C 1.85 1.70 2.68
N 1.97 2.91 3.08
N -0.05 2.77 1.83
N -0.37 2.55 0.41
N 0.62 1.42 0.45
H 3.54 0.95 3.54
N -0.87 -1.05 0.37
P -0.86 -1.04 1.96
C -2.51 -1.40 2.66
C -3.63 -0.86 2.04
C -4.90 -1.09 2.55
C -5.06 -1.85 3.70
C -3.94 -2.39 4.33
C -2.68 -2.17 3.81
C 0.12 -2.43 2.61
C 0.91 -2.28 3.75
C 1.63 -3.35 4.25
C 1.56 -4.58 3.63
C 0.78 -4.75 2.50
C 0.06 -3.68 1.99
C -0.38 0.48 2.65
C -0.98 1.06 3.80
C -1.00 2.39 4.08
C -0.58 3.36 3.05
C 0.85 3.65 2.60
C 0.53 1.41 1.93
H -3.51 -0.26 1.15
H -5.77 -0.67 2.06
H -6.05 -2.03 4.11
H -4.06 -2.99 5.22
H -1.81 -2.60 4.29
H 0.96 -1.30 4.22
H 2.26 -3.21 5.13
H 2.14 -5.42 4.02
H 0.73 -5.71 2.01
H -0.55 -3.81 1.10
H -1.49 0.40 4.49
H -1.49 2.77 4.96
H -1.25 4.19 2.85
H 1.05 4.64 2.19
H 1.53 1.85 0.25
O 2.53 0.29 -1.82
C 1.80 1.21 -2.27
O 0.54 1.17 -2.18
C 2.45 2.41 -2.89
C 3.83 2.49 -2.97
C 4.39 3.62 -3.53
C 3.64 4.67 -4.02
C 2.27 4.56 -3.92
C 1.65 3.45 -3.36
N 1.43 5.66 -4.43
O 0.23 5.53 -4.32
O 2.00 6.65 -4.83
N 5.87 3.71 -3.63
O 6.51 2.77 -3.21
O 6.33 4.69 -4.16
H 4.45 1.68 -2.60
H 4.11 5.54 -4.45
H 0.58 3.40 -3.28
```

Properties
LUMO energy	-1.04	eV
HOMO level	-0.2411	Eh
net charge	0
calculated total energy	-3653.18608	hartree
frontier orbital gap	5.5	eV

---

Molecular formula: C33H35N4O6SSiTi
Method: DFT, ωB97M-V with the def2-TZVPD basis set

```
81
C33H35N4O6SSiTi | OMol25 | ωB97M-V with the def2-TZVPD basis set
Ti -1.81 -0.70 0.13
N -3.37 -1.71 3.65
C -2.76 -1.79 2.48
O -2.02 -0.84 2.10
C -2.94 -2.99 1.60
C -2.66 -2.61 0.13
H -3.22 -0.90 4.24
H -3.96 -2.46 3.98
H -3.93 -3.42 1.75
H -2.21 -3.72 1.96
H -3.59 -2.55 -0.44
H -2.02 -3.35 -0.35
C 3.79 -2.90 -2.38
C 2.49 -3.38 -2.52
C 1.42 -2.56 -2.20
C 1.61 -1.26 -1.73
C 2.92 -0.80 -1.60
C 4.00 -1.61 -1.93
Si 0.19 -0.10 -1.40
C -0.72 0.25 -3.01
C -1.42 -0.75 -3.69
C -2.10 -0.48 -4.87
C -2.10 0.81 -5.38
C -1.42 1.82 -4.72
C -0.74 1.54 -3.54
H 4.63 -3.53 -2.64
H 2.32 -4.38 -2.88
H 0.42 -2.96 -2.31
H 3.11 0.22 -1.26
H 5.01 -1.23 -1.84
H 0.78 1.19 -0.96
H -1.44 -1.77 -3.31
H -2.62 -1.27 -5.39
H -2.64 1.03 -6.30
H -1.41 2.83 -5.12
H -0.20 2.34 -3.04
O -2.42 1.28 0.44
C -3.11 1.15 -0.61
O -3.17 -0.06 -1.09
C -3.79 2.25 -1.29
C -3.82 3.51 -0.70
C -4.43 4.56 -1.37
C -5.00 4.35 -2.62
C -4.94 3.08 -3.17
C -4.35 2.02 -2.54
N -5.54 2.87 -4.51
O -5.53 1.73 -4.94
O -5.99 3.84 -5.08
H -3.37 3.66 0.27
H -4.47 5.54 -0.92
H -5.48 5.15 -3.17
H -4.31 1.04 -3.01
C 1.77 2.67 1.85
C 2.24 1.87 3.06
C 1.36 0.67 3.37
N 1.26 -0.24 2.22
C 1.12 -1.56 2.24
S 0.24 -2.41 1.07
N 1.64 -2.29 3.27
C 2.77 -2.14 4.13
O 2.74 -2.75 5.16
C 3.96 -1.36 3.70
C 4.36 -1.27 2.37
C 5.54 -0.62 2.06
C 6.31 -0.04 3.06
C 5.90 -0.13 4.39
C 4.73 -0.80 4.71
H 2.29 3.62 1.79
H 0.70 2.88 1.90
H 1.97 2.14 0.91
H 2.24 2.51 3.95
H 3.26 1.53 2.92
H 0.34 1.01 3.60
H 1.72 0.13 4.24
H 0.93 0.19 1.37
H 1.19 -3.19 3.41
H 3.77 -1.74 1.58
H 5.87 -0.56 1.03
H 7.23 0.47 2.81
H 6.50 0.31 5.17
H 4.42 -0.90 5.74
```

Properties
LUMO energy	-3.25	eV
HOMO level	-0.3964	Eh
net charge	+1
calculated total energy	-3485.94827	hartree
frontier orbital gap	7.5	eV

---

Molecular formula: C33H35N5O2RbSTe
Method: DFT, ωB97M-V with the def2-TZVPD basis set

```
78
C33H35N5O2RbSTe | OMol25 | ωB97M-V with the def2-TZVPD basis set
Rb -0.57 0.12 -1.12
C -0.54 3.10 -4.29
C -1.50 2.65 -3.23
C -1.46 3.21 -1.96
C -2.36 2.83 -0.96
C -2.29 3.46 0.41
C -3.30 1.85 -1.26
C -3.36 1.25 -2.52
C -4.38 0.19 -2.81
C -2.45 1.67 -3.49
H 0.43 3.35 -3.87
H -0.92 3.99 -4.80
H -0.39 2.33 -5.05
H -0.71 3.96 -1.73
H -1.26 3.56 0.74
H -2.84 2.86 1.14
H -2.73 4.45 0.40
H -3.99 1.52 -0.48
H -5.35 0.64 -3.02
H -4.50 -0.47 -1.95
H -4.09 -0.41 -3.67
H -2.48 1.21 -4.48
C 4.26 -3.47 -0.60
O 3.00 -2.79 -0.65
C 2.84 -1.68 -1.39
O 1.77 -1.11 -1.36
N 3.90 -1.30 -2.15
N 3.80 -0.10 -2.87
H 4.12 -4.31 0.07
H 5.04 -2.82 -0.19
H 4.54 -3.84 -1.59
H 4.81 -1.70 -2.00
H 4.17 -0.24 -3.80
H 4.30 0.64 -2.40
N -3.01 -3.99 0.29
C -3.23 -3.37 1.51
C -3.74 -3.83 2.72
C -3.81 -2.91 3.75
C -3.39 -1.58 3.58
C -2.90 -1.14 2.37
C -2.82 -2.05 1.32
N -2.35 -1.88 0.02
C -2.48 -3.05 -0.55
C -2.09 -3.35 -1.93
C -2.19 -4.55 -2.55
S -1.60 -4.45 -4.14
C -1.25 -2.79 -3.88
N -1.55 -2.34 -2.70
H -3.21 -4.95 0.07
H -4.06 -4.86 2.85
H -4.20 -3.23 4.71
H -3.47 -0.90 4.41
H -2.58 -0.11 2.23
H -2.58 -5.48 -2.16
H -0.81 -2.19 -4.66
Te 2.51 1.83 0.25
C 2.79 3.31 1.73
C 4.01 3.98 1.80
C 4.20 4.96 2.77
C 3.19 5.26 3.67
C 1.98 4.58 3.60
C 1.77 3.61 2.63
C 2.43 0.17 1.56
C 3.59 -0.51 1.89
C 3.54 -1.62 2.73
C 2.32 -2.05 3.24
C 1.16 -1.36 2.92
C 1.21 -0.26 2.09
H 4.81 3.74 1.11
H 5.15 5.48 2.82
H 3.34 6.01 4.42
H 1.19 4.81 4.30
H 0.83 3.09 2.57
H 4.55 -0.18 1.50
H 4.45 -2.14 2.99
H 2.28 -2.91 3.90
H 0.20 -1.69 3.32
H 0.30 0.28 1.87
```

Properties
LUMO energy	-1.95	eV
HOMO level	-0.3830	Eh
net charge	+1
calculated total energy	-2392.94127	hartree
frontier orbital gap	8.5	eV

---

Molecular formula: C33H35O20
Method: DFT, ωB97M-V with the def2-TZVPD basis set

```
88
C33H35O20 | OMol25 | ωB97M-V with the def2-TZVPD basis set
O 11.28 7.10 3.47
H 11.12 7.29 4.40
H 11.00 7.75 2.83
H 11.04 6.20 3.23
C 9.14 2.94 4.99
C 9.70 4.16 4.77
C 9.25 5.36 5.67
O 9.89 6.46 5.74
C 8.24 5.27 6.62
C 7.64 4.03 6.81
C 8.15 2.72 5.92
O 7.49 1.68 5.91
O 6.89 3.77 7.75
O 10.59 4.27 3.92
H 9.45 2.10 4.38
H 8.07 6.01 7.39
C 10.74 -0.25 2.56
C 11.03 1.11 2.55
C 10.61 1.84 1.38
C 9.81 1.23 0.40
C 9.48 -0.10 0.49
C 9.96 -0.83 1.58
O 9.52 -2.09 1.95
O 11.05 3.17 1.24
H 11.11 -0.78 3.42
H 11.47 1.68 3.35
H 9.68 1.85 -0.47
H 8.89 -0.64 -0.24
H 8.57 -2.07 2.03
H 11.25 3.43 2.14
C 15.07 2.48 1.98
C 15.10 3.73 1.30
C 14.28 4.71 1.81
C 13.71 4.65 3.13
C 13.87 3.52 3.83
C 14.50 2.37 3.26
O 14.59 1.24 3.86
O 14.09 5.97 1.14
H 15.71 1.67 1.66
H 15.77 3.91 0.49
H 13.12 5.46 3.54
H 13.39 3.44 4.79
H 14.12 0.51 3.44
H 14.22 5.71 0.23
C 6.76 10.22 3.82
C 7.90 9.52 3.49
C 8.35 9.23 2.18
C 7.59 9.66 1.15
C 6.28 10.17 1.41
C 5.95 10.48 2.72
O 4.68 11.02 2.80
O 9.50 8.45 2.01
H 6.55 10.40 4.86
H 8.64 9.17 4.19
H 7.83 9.49 0.11
H 5.57 10.38 0.62
H 4.12 10.88 2.03
H 9.68 8.16 1.12
C 15.18 10.05 7.22
C 14.93 11.35 6.63
O 14.38 11.01 5.35
C 13.72 9.91 5.47
O 12.77 9.58 4.77
O 14.09 9.27 6.58
H 15.28 10.00 8.30
H 16.12 9.59 6.92
H 15.87 11.87 6.44
H 14.34 12.10 7.16
C 6.04 4.76 0.23
C 5.70 5.57 1.48
O 6.93 5.82 1.92
C 7.92 5.56 1.06
O 9.14 5.71 1.27
O 7.40 5.06 -0.07
H 5.46 5.15 -0.61
H 5.85 3.70 0.36
H 5.01 5.01 2.12
H 5.33 6.59 1.36
C 15.82 9.95 1.37
C 15.43 10.13 -0.07
O 14.05 9.91 -0.07
C 13.56 9.43 1.05
O 12.48 8.87 1.24
O 14.57 9.36 1.94
H 16.20 10.88 1.78
H 16.58 9.17 1.39
H 15.96 9.47 -0.76
H 15.58 11.17 -0.35
```

Properties
spin multiplicity	2
LUMO energy (alpha / beta)	0.20 / -2.14	eV
HOMO level (alpha / beta)	-0.2773 / -0.2706	Eh
net charge	0
calculated total energy	-2783.06633	hartree
frontier orbital gap (alpha / beta)	7.7 / 5.2	eV